Here is 5 unconnected molecules or ions with the total composition C23H36INO10 at a distorted geometry from OMol25. Energies are from ωB97M-V/def2-TZVPD.

```
71
Properties=species:S:1:pos:R:3
H -4.25 -0.35 1.73
H 2.04 3.44 -0.09
H 8.63 -5.17 2.16
C -5.31 -2.16 1.18
C -6.81 -2.36 1.22
H 1.27 2.96 -2.43
H 8.07 -6.48 3.21
H -2.30 6.15 0.48
C -2.51 7.26 -2.13
O -8.36 -1.02 2.51
O -3.09 7.34 -3.18
H 2.52 -4.07 1.28
H 7.07 -3.60 3.20
C 0.60 0.81 -2.15
I 3.58 1.52 -2.23
H 0.60 -2.72 -1.83
H 0.95 -0.12 -1.56
H 6.59 -5.28 0.85
C 3.38 -3.44 -0.56
H -3.05 8.73 -0.69
C -2.58 1.76 -0.39
H 7.50 -4.64 4.58
O -2.10 6.09 -1.57
C 1.21 -2.85 -0.94
H 0.35 -4.47 0.25
C -5.18 -0.66 1.25
H 0.46 2.50 0.29
H 0.89 -2.12 -0.18
H -2.32 2.23 0.63
C 6.65 -5.97 1.69
C 1.49 2.44 -0.19
C -0.99 1.05 -2.11
C 1.19 -4.27 -0.42
C 7.06 -4.63 3.58
C -7.27 -1.16 2.00
O 5.70 -5.08 3.64
H -3.69 2.03 -0.50
H -1.08 8.26 0.67
H -2.08 2.91 -3.48
H 0.87 0.57 -3.24
C -1.54 6.35 -0.28
O -6.29 -0.22 2.04
C -1.57 -0.14 -1.20
O 2.59 -2.59 -1.26
C -1.12 7.80 -0.32
H 1.12 -4.96 -1.26
O -1.35 -1.36 -1.24
H 6.76 -7.00 1.33
H -0.69 5.68 -0.11
H -4.86 -2.61 2.07
H -2.65 3.93 -2.35
N -2.53 2.92 -2.56
O 4.33 -6.26 2.29
C -2.15 8.42 -1.24
O -2.44 0.33 -0.17
H -7.09 -3.29 1.72
O 4.59 -3.40 -0.57
H -7.25 -2.32 0.22
C 1.49 2.08 -1.75
H -4.83 -2.60 0.30
C 2.54 -4.40 0.24
H 2.12 1.67 0.38
C 7.76 -5.60 2.65
C -1.59 2.39 -1.49
H -1.35 0.80 -3.16
H 2.93 -5.42 0.17
C 5.42 -5.82 2.54
H -1.74 9.25 -1.81
H -0.91 3.24 -1.19
H -0.13 7.89 -0.77
H -5.24 -0.19 0.26
```

The SMILES is C[C@@H](I)C[C@H]1C(=O)OC[C@@H]1N.O=C1CCCO1.O=C1CCCO1.O=C1CCCO1.O=C1CCCO1. For the HOMO energy, the calculation gives -9.5 eV. The molar mass comes out at 613.44 g mol⁻¹. The HOMO-LUMO gap comes out at 9.626 eV.

Partial atomic charges computed with the Mulliken method, in multiples of e: 0.204 0.313 0.331 -0.516 -0.359 0.522 0.259 0.241 0.378 -0.577 -0.570 0.218 0.264 -0.435 0.030 0.386 -0.038 0.211 0.395 0.261 -0.938 0.305 -0.221 -0.170 0.317 -0.032 0.237 0.135 0.309 -0.328 -0.960 -0.234 -0.718 -0.420 0.422 -0.355 0.315 0.345 0.275 0.381 -0.320 -0.367 0.207 -0.337 -0.551 0.319 -0.631 0.310 0.245 0.303 0.303 -0.904 -0.589 -0.396 -0.255 0.291 -0.616 0.253 -0.626 0.292 -0.180 0.409 -0.502 1.267 0.486 0.263 0.517 0.288 -0.025 0.273 0.087

---

Here is a molecular structure, C23H36N4O5PRuS4Si2 at a distorted geometry from OMol25. Energies are from ωB97M-V/def2-TZVPD.

```
76
Properties=species:S:1:pos:R:3
O -3.19 1.78 -3.02
O -1.31 1.57 -1.91
H 0.17 -4.71 -1.00
H 3.27 -0.83 0.32
C -0.86 -1.70 0.47
C -2.79 -3.45 -1.01
H -5.15 1.23 -1.95
H -1.84 -2.57 3.49
C 0.20 -3.84 -1.65
N 3.13 0.77 -2.63
H -3.03 -4.02 -1.91
H 0.02 -4.19 -2.67
H 1.05 0.57 -2.78
C -1.26 -3.36 3.00
P 1.46 0.66 -0.38
C 0.87 3.47 2.62
C -4.73 0.95 -0.99
H 1.86 -4.28 2.15
H 4.27 -0.77 -1.81
C -2.87 0.01 2.69
H -2.30 -1.11 -2.85
H -5.53 0.10 2.17
Ru -0.50 0.43 0.82
H 5.16 2.64 -0.95
H 1.76 2.99 0.32
Si 0.06 -2.59 1.88
C 1.86 0.21 -2.15
H -0.80 -3.97 3.78
H 0.67 -4.87 0.99
H -3.59 -2.72 -0.86
N 4.25 0.84 -0.49
C 1.77 2.49 -0.65
H 2.11 -1.25 2.48
H 3.22 0.62 1.32
N 3.08 2.81 -1.31
H 4.14 2.64 0.52
O -1.61 0.16 2.65
Si -1.12 -2.56 -1.19
S -1.16 2.90 0.87
H 5.20 0.65 -2.34
H 4.05 2.54 -3.18
C 1.18 -1.53 2.98
H 1.90 -0.88 -2.25
H -1.88 -1.68 0.86
C -2.51 1.43 -1.92
C -5.54 0.63 0.07
C 3.13 2.19 -2.70
H -6.62 0.63 -0.02
C 4.28 0.32 -1.85
O -3.56 -0.30 3.65
H -1.21 -2.22 -3.66
N -2.78 0.56 0.33
H 0.66 -0.63 3.31
H -1.95 -3.99 2.44
C 4.25 2.26 -0.49
H 1.87 -3.68 0.48
H -2.80 -4.14 -0.16
H 2.26 2.55 -3.25
O 1.15 7.27 2.99
C 0.87 6.13 2.78
S -0.53 5.62 1.81
C -4.96 0.32 1.29
H 1.45 -2.10 3.88
H 0.95 2.87 -1.25
C -3.57 0.30 1.37
H -2.54 2.05 -3.67
H -0.57 -0.76 -2.89
C 3.15 0.26 0.30
S 1.79 4.75 3.42
S 1.39 1.88 2.76
H 3.17 3.82 -1.38
C -1.31 -1.56 -2.79
C -3.34 0.94 -0.85
H 1.22 -3.44 -1.62
C -0.21 3.89 1.85
C 1.22 -3.98 1.31
```

The relative energy (zero: lowest compared OMol25 entry of this formula, charge and spin) comes out at 21.0 kcal/mol. For the HOMO energy (spin up / spin down), the calculation gives -6.4 / -6.3 eV. The spin multiplicity is 2. As for the expectation value of S²: 0.766. The molar mass comes out at 765.05 g mol⁻¹. The HOMO-LUMO gap (spin up / spin down) comes out at 5.188 / 5.321 eV.

Partial atomic charges computed with the Mulliken method, in multiples of e: -0.523 -0.243 0.373 0.434 -0.146 -1.306 0.586 0.334 -1.307 0.214 0.371 0.435 0.470 -1.273 2.154 -0.202 -0.861 0.404 0.397 -0.109 0.254 0.609 0.911 0.348 0.436 0.594 -1.458 0.378 0.320 0.299 0.220 -1.606 0.195 0.540 0.192 0.449 -0.407 0.368 -0.429 0.295 0.355 -0.845 0.288 -0.187 -0.321 -0.701 -0.766 0.461 -0.902 -0.760 0.539 1.457 0.159 0.281 -0.796 0.347 0.318 0.415 -0.586 0.576 -0.137 -0.681 0.542 0.331 0.124 0.359 -0.040 -1.288 -0.152 -0.362 0.360 -0.748 0.504 0.277 0.264 -1.395